P.
The following is a quantum chemistry calculation of a structure of composition C18H27Cl2FN6O2PSe2V, from OMol25.

The spin multiplicity is 4. As for the expectation value of S²: 3.771. As for the HOMO energy (spin up / spin down): -1.95 / -3.71 eV. As for the orbital gap (spin up / spin down): 4.23 / 5.94 eV. The charge is -1.

Atoms and positions in Å:
H (-0.760, -5.030, 2.418)
Cl (6.578, -0.392, -0.291)
H (-2.056, -5.066, 1.218)
N (0.195, 0.137, 2.079)
H (1.646, 3.643, -4.782)
H (-0.598, -6.048, 0.983)
H (-5.754, -1.006, 0.984)
H (1.448, -2.586, -1.681)
H (-0.714, 3.450, -4.774)
H (1.362, 4.957, -3.629)
N (-0.305, -0.491, 4.114)
H (2.399, 1.793, -0.865)
C (0.461, -4.159, -0.497)
C (0.844, -2.908, -0.850)
H (-0.697, 1.848, -3.508)
Cl (4.122, -2.007, -0.691)
H (-0.613, -2.306, 5.135)
Se (0.515, -0.089, -2.540)
H (4.371, -0.035, 0.534)
H (-0.471, -0.864, 6.147)
H (-4.847, 0.559, -0.718)
P (-1.666, -1.949, 2.049)
H (-4.746, -1.153, 2.438)
C (0.843, 0.979, 2.959)
N (-1.688, -0.061, 0.022)
H (-4.731, -2.437, 1.220)
H (0.790, 1.511, -4.397)
C (0.991, 2.973, -2.839)
N (-0.329, -4.024, 0.627)
C (-4.796, -1.355, 1.364)
C (-0.406, -2.708, 0.931)
C (4.778, -0.389, -0.397)
C (2.488, 2.925, -2.477)
C (-3.878, 0.252, -0.358)
H (0.679, -5.122, -0.928)
C (-0.975, -5.099, 1.355)
O (-0.310, 4.292, -4.540)
H (0.518, 4.563, -1.504)
N (-3.744, -0.676, 0.662)
C (-2.634, 0.622, -0.732)
C (-0.480, -0.743, 2.798)
O (2.982, 1.917, -1.632)
N (0.299, -2.001, 0.044)
C (0.377, 1.678, -3.399)
C (0.158, 3.550, -1.689)
H (2.719, 3.918, -2.060)
H (-1.957, -1.161, 5.228)
H (-0.882, 3.634, -2.003)
C (0.536, 0.600, 4.228)
C (-0.872, -1.253, 5.215)
V (0.345, 0.072, 0.008)
H (1.461, 1.786, 2.602)
H (-2.333, 1.328, -1.486)
C (-2.395, -0.851, 0.882)
Se (0.182, 2.696, 0.081)
H (0.837, 0.989, 5.186)
H (4.476, 0.254, -1.211)
C (0.978, 4.001, -3.989)
F (2.198, 0.223, 0.362)
H (3.058, 2.818, -3.406)


Q.
The following is a quantum chemistry calculation of a structure of composition C18H27Cl2FN6O2PSe2V, from OMol25.

The spin multiplicity is 4. As for the expectation value of S²: 3.778. As for the HOMO energy (spin up / spin down): -2.53 / -3.14 eV. As for the orbital gap (spin up / spin down): 4.68 / 5.28 eV. The charge is -1.

Atoms and positions in Å:
V (0.013, 0.021, 0.852)
H (2.701, -0.387, -0.792)
C (-3.049, 0.715, -1.779)
C (-0.205, -0.064, -2.121)
H (-2.648, -3.893, -2.318)
H (1.965, 0.850, 5.289)
H (0.184, 1.270, -4.805)
Se (2.250, 1.570, 1.313)
C (1.876, -0.272, -1.470)
C (-2.009, -1.560, -0.718)
N (0.580, -0.212, -1.020)
C (3.213, 1.128, 2.980)
Cl (-0.872, 2.447, 0.083)
H (4.491, 0.390, 5.116)
F (-0.747, 0.578, 2.476)
N (-1.468, -1.209, 0.449)
C (1.903, -0.166, -2.824)
H (3.633, -1.151, 1.124)
C (-2.972, 2.058, -3.900)
C (3.575, -0.212, 5.022)
H (-3.989, -4.230, -1.204)
N (-3.767, 0.671, -0.674)
C (-4.379, 2.462, -1.866)
C (0.194, 0.196, -4.599)
Se (1.389, -1.915, 1.719)
C (-2.634, -3.088, 0.739)
H (-3.117, -3.979, 1.101)
H (-4.012, -2.771, -2.209)
H (5.302, -0.850, 3.349)
O (4.512, -0.978, 1.510)
N (-2.711, -2.723, -0.578)
H (-2.437, 3.002, -3.945)
O (2.559, 0.337, 5.848)
H (-0.805, -0.205, -4.768)
H (1.042, -0.309, 3.588)
Cl (0.182, 4.036, -2.162)
H (1.274, 2.404, -0.879)
H (-1.576, -2.073, 2.390)
C (1.858, -1.013, 3.427)
H (-5.255, 1.982, 0.103)
H (-3.827, 2.097, -4.577)
H (2.728, -0.154, -3.516)
P (-1.931, -0.667, -2.272)
N (0.605, -0.073, -3.247)
H (-4.819, 3.369, -2.247)
H (3.786, -1.216, 5.408)
C (4.348, -1.146, 2.896)
C (-3.373, -3.444, -1.636)
H (1.806, -1.799, 4.182)
C (-1.874, -2.147, 1.361)
C (3.216, -0.310, 3.525)
C (-4.578, 1.767, -0.708)
H (-2.305, 1.262, -4.221)
H (0.968, 3.897, 0.049)
H (0.882, -0.290, -5.290)
H (4.242, 1.439, 2.797)
H (4.165, -2.203, 3.141)
N (-3.422, 1.770, -2.558)
H (2.782, 1.807, 3.719)
C (0.555, 3.183, -0.650)


Stability check: which of them is most stable? P.


P.
The following is a quantum chemistry calculation of the molecule C24H29N3O3, from OMol25.

As for the HOMO energy: -7.69 eV. As for the orbital gap: 8.32 eV.

Atoms and positions in Å:
C (-5.099, 1.277, -0.043)
C (3.006, -2.549, -0.722)
C (0.287, -0.947, 0.972)
N (3.912, -0.251, -0.662)
C (-7.514, 1.479, -0.191)
H (-7.500, -0.864, 0.991)
H (3.222, -0.397, 1.993)
H (9.425, -0.204, -0.986)
C (7.519, 0.346, -0.194)
C (7.559, 1.733, -0.087)
H (3.582, -2.675, -1.635)
C (-6.554, -0.495, 0.600)
C (-0.900, -0.187, 0.392)
H (2.358, -1.953, 1.834)
C (-6.418, 1.025, 0.742)
N (-3.347, -0.259, 0.170)
H (8.588, -1.515, -0.149)
H (2.164, -0.208, -1.753)
C (6.301, -0.282, -0.374)
H (8.504, 2.235, 0.052)
H (-5.735, -1.061, 1.042)
C (3.613, -1.434, 0.131)
C (5.169, 1.827, -0.337)
C (-2.190, -0.946, 0.703)
H (-8.208, 0.630, -2.057)
C (-5.178, 0.265, -1.189)
H (-0.956, 0.807, 0.840)
H (4.548, -1.795, 0.565)
H (6.416, 3.536, -0.087)
O (-3.678, -1.607, -1.648)
C (2.727, 0.454, -1.087)
H (6.281, -1.355, -0.493)
H (-8.071, 2.389, -0.064)
C (6.388, 2.459, -0.168)
H (2.364, 1.509, 0.774)
H (-2.303, -1.038, 1.785)
H (3.017, -3.481, -0.165)
H (4.276, 2.432, -0.377)
H (-6.639, -1.391, -1.469)
C (5.101, 0.437, -0.438)
C (-3.884, 0.867, 0.760)
H (9.345, -0.208, 0.771)
H (3.012, 1.337, -1.657)
H (0.927, 1.338, -0.255)
H (1.974, -2.331, -0.983)
H (-0.788, -0.090, -0.690)
H (-5.139, 0.689, -2.193)
C (8.790, -0.447, -0.135)
O (-3.439, 1.396, 1.745)
N (1.501, -0.370, 0.828)
C (-4.004, -0.667, -0.974)
C (1.823, 0.834, 0.099)
H (-5.013, 2.321, -0.345)
C (2.683, -1.058, 1.303)
C (-6.533, -0.453, -0.933)
C (-7.582, 0.602, -1.185)
H (-2.159, -1.941, 0.256)
O (0.145, -2.009, 1.547)
H (-6.417, 1.445, 1.743)


Q.
The following is a quantum chemistry calculation of the molecule C24H29N3O3, from OMol25.

As for the HOMO energy: -8.14 eV. As for the orbital gap: 8.68 eV.

Atoms and positions in Å:
H (2.194, 0.525, -3.199)
C (1.575, -0.382, 2.397)
H (-1.155, -0.982, -3.998)
H (-2.316, -4.817, 3.842)
N (0.095, 0.259, -2.925)
H (-1.174, 0.682, -1.273)
H (1.053, -3.119, 1.812)
H (-2.402, 0.713, -3.516)
H (5.116, 2.509, 2.062)
C (0.813, -1.306, -4.796)
C (-1.870, 1.664, -3.456)
O (-3.504, -2.650, 4.324)
C (-0.429, -1.748, 2.518)
H (1.447, 1.364, -1.831)
O (-0.794, 3.522, -0.011)
H (0.802, -0.504, -5.530)
C (-0.128, -0.998, -3.626)
H (-2.016, -0.581, 3.337)
H (2.078, -1.615, -1.999)
H (-0.161, -5.099, 2.660)
C (3.365, 3.206, 1.031)
C (0.075, 1.431, 0.765)
C (3.488, 1.139, 2.234)
C (1.428, 1.774, 1.117)
C (-2.155, 2.317, -2.105)
C (0.111, -3.008, 2.322)
H (0.176, 2.303, -3.337)
C (-4.084, -1.396, 4.593)
H (-0.060, -1.804, -2.892)
H (1.494, 3.664, 0.110)
H (-1.814, 3.357, -2.091)
H (-3.427, -0.774, 5.209)
C (-2.319, -2.694, 3.661)
H (-0.177, 1.312, -4.753)
H (-1.463, -0.018, 1.018)
C (-0.371, 1.421, -3.677)
C (-1.638, -1.581, 3.185)
O (2.166, -1.186, 3.092)
H (1.055, -0.906, -0.746)
H (-3.235, 2.315, -1.912)
C (-0.448, 0.277, 1.243)
C (1.444, 0.428, -2.398)
N (-1.467, 1.623, -1.038)
H (2.738, -0.404, -0.902)
C (1.851, -0.701, -1.457)
C (2.057, 2.951, 0.691)
H (3.836, 4.120, 0.698)
H (1.835, -1.446, -4.453)
C (4.089, 2.298, 1.802)
C (2.159, 0.862, 1.900)
H (0.489, -2.221, -5.285)
H (4.018, 0.418, 2.837)
C (-1.776, -3.965, 3.462)
C (-0.574, -4.112, 2.804)
H (-2.253, 2.312, -4.245)
H (-4.333, -0.861, 3.670)
N (0.245, -0.594, 2.030)
H (-4.999, -1.606, 5.142)
C (-0.747, 2.311, -0.118)


R.
The following is a quantum chemistry calculation of the molecule C24H29N3O3, from OMol25.

As for the HOMO energy: -7.87 eV. As for the orbital gap: 8.48 eV.

Atoms and positions in Å:
H (5.007, 1.288, -1.180)
H (-4.980, -4.161, 1.394)
H (2.689, 1.457, -2.012)
H (-0.338, 0.319, 1.027)
C (-3.527, 0.203, -1.627)
H (-3.627, -0.513, -2.420)
H (6.635, 0.109, 0.041)
H (3.880, -1.721, 1.419)
C (-4.697, 1.792, 1.349)
C (-2.806, 1.811, -0.225)
N (1.907, 0.035, -0.685)
H (6.152, -1.180, 1.151)
C (-1.325, 1.003, -2.309)
H (-0.653, -2.369, -2.274)
C (5.892, -0.180, 0.791)
O (-1.459, 0.616, -3.457)
H (5.733, 1.817, 1.632)
C (-2.238, 2.878, 0.471)
H (-4.650, -3.664, -0.284)
H (0.899, -0.693, -2.417)
C (-4.090, 2.822, 2.035)
C (0.690, -0.169, -1.470)
H (1.552, -1.584, 0.585)
N (-4.453, 0.330, -0.652)
H (-1.311, 3.309, 0.138)
C (-4.052, 1.306, 0.220)
H (-3.516, -4.748, 0.569)
C (-2.034, -2.683, -0.683)
H (-2.207, -0.837, 2.130)
H (3.185, -0.095, 1.662)
O (-3.542, -2.782, 1.236)
H (-5.290, -0.221, -0.559)
H (0.982, 1.750, -0.207)
C (-2.881, 3.360, 1.590)
H (3.336, -0.187, -2.232)
H (2.697, -1.929, -0.736)
C (-0.363, -0.939, -0.713)
C (0.105, 1.240, -1.819)
O (0.243, 2.103, -0.733)
H (5.247, 0.528, 2.741)
H (-2.492, -3.522, -1.183)
C (-1.850, -1.166, 1.167)
C (2.367, -1.169, -0.008)
C (3.538, -0.819, 0.907)
H (-4.560, 3.227, 2.919)
C (-0.804, -0.524, 0.543)
H (6.954, 0.798, 2.390)
C (4.183, 0.902, -0.576)
H (0.651, 1.641, -2.690)
H (-5.642, 1.380, 1.669)
C (-0.980, -2.030, -1.302)
C (-2.488, -2.244, 0.553)
H (3.861, 1.690, 0.127)
C (-4.196, -3.898, 0.685)
H (-2.444, 4.182, 2.139)
C (5.955, 0.806, 1.963)
C (-2.473, 1.067, -1.411)
C (3.007, 0.556, -1.487)
N (4.622, -0.295, 0.106)


Stability check: which of them is most stable? P.


P.
The following is a quantum chemistry calculation of a cluster of 3 separate species, C3H12O3 in total, from OMol25.

As for the HOMO energy: -10.07 eV. As for the orbital gap: 10.72 eV.

Atoms and positions in Å:
H (-0.166, 1.891, -2.259)
O (3.083, 0.294, -1.356)
H (0.200, 0.668, -0.455)
O (-2.949, -1.502, 2.358)
H (-3.084, -2.289, 4.176)
C (-0.810, 2.025, -1.390)
H (-0.636, 2.943, -0.828)
H (-2.214, -1.100, 1.889)
C (-2.802, -1.343, 3.713)
H (4.213, -1.301, -2.004)
H (-1.752, -1.212, 3.977)
H (-3.379, -0.512, 4.118)
C (3.326, -0.773, -2.356)
H (3.388, -0.458, -3.397)
H (2.458, -1.432, -2.328)
O (-0.738, 0.864, -0.505)
H (-1.781, 2.173, -1.860)
H (3.642, 1.063, -1.493)


Q.
The following is a quantum chemistry calculation of a cluster of 3 separate species, C3H12O3 in total, from OMol25.

As for the HOMO energy: -10.07 eV. As for the orbital gap: 10.65 eV.

Atoms and positions in Å:
H (4.451, 1.869, -5.428)
H (3.349, 2.967, -4.714)
O (4.063, 3.635, -6.518)
H (1.020, 8.343, -5.585)
H (0.858, 7.619, -3.949)
H (7.583, 0.563, -7.610)
O (7.726, 1.456, -7.931)
C (3.658, 2.573, -5.682)
H (8.550, 1.986, -6.113)
C (8.610, 2.253, -7.168)
O (2.535, 7.131, -5.045)
C (1.200, 7.460, -4.972)
H (2.890, 2.063, -6.263)
H (2.718, 6.381, -5.615)
H (4.810, 3.240, -6.976)
H (8.373, 3.314, -7.237)
H (0.635, 6.624, -5.383)
H (9.668, 2.231, -7.428)


R.
The following is a quantum chemistry calculation of a cluster of 3 separate species, C3H12O3 in total, from OMol25.

As for the HOMO energy: -10.36 eV. As for the orbital gap: 11.15 eV.

Atoms and positions in Å:
H (1.625, 0.152, -0.689)
O (-0.781, 2.046, 0.625)
H (-4.541, 1.358, 0.180)
O (3.829, -5.593, 1.124)
C (1.357, 0.936, 0.018)
H (-3.772, 2.579, -0.050)
H (1.893, 1.072, 0.948)
O (-4.390, 2.010, -0.512)
H (-0.336, -0.245, -1.711)
C (-0.747, 0.690, -1.301)
H (4.483, -5.594, 1.834)
H (-0.409, 1.438, -2.025)
H (-0.500, 0.001, 0.713)
C (-0.154, 0.854, 0.097)
H (-0.361, 2.148, 1.494)
H (1.408, 1.846, -0.608)
H (3.215, -6.297, 1.357)
H (-1.817, 0.600, -1.493)


Stability check: which of them is most stable? R.


P.
The following is a quantum chemistry calculation of the molecule C4H8F2, from OMol25.

As for the HOMO energy: -11.60 eV. As for the orbital gap: 12.64 eV.

Atoms and positions in Å:
H (1.325, 2.059, 0.540)
C (-1.490, 1.156, 0.062)
H (-2.544, 1.048, -0.427)
F (-1.405, -1.168, 0.120)
H (0.596, -0.270, 1.437)
C (0.642, -0.068, 0.334)
H (2.523, 0.826, 0.053)
H (-0.548, -0.132, -1.437)
H (1.258, 1.465, -1.071)
C (-0.703, -0.072, -0.356)
F (1.418, -1.185, -0.130)
C (1.506, 1.151, 0.001)
H (-1.470, 1.119, 1.137)
H (-0.975, 2.067, -0.382)


Q.
The following is a quantum chemistry calculation of the molecule C4H8F2, from OMol25.

As for the HOMO energy: -11.01 eV. As for the orbital gap: 12.08 eV.

Atoms and positions in Å:
C (0.554, -1.732, -0.059)
C (-0.923, 1.230, 0.408)
H (1.350, -2.438, -0.565)
H (0.360, -0.768, -1.944)
H (-1.928, -0.324, -0.264)
H (-1.961, 1.718, 0.408)
H (1.025, 0.305, -0.865)
F (-0.049, 2.183, -0.064)
H (-0.301, -2.425, 0.114)
F (1.088, -1.340, 1.220)
H (-0.526, 1.167, 1.476)
C (-0.980, 0.111, -0.620)
H (-1.237, 0.644, -1.466)
C (0.326, -0.520, -0.944)


Stability check: which of them is most stable? P.


P.
The following is a quantum chemistry calculation of a structure of composition C7H18N3, from OMol25.

As for the HOMO energy: -12.75 eV. As for the orbital gap: 9.90 eV. The charge is +1.

Atoms and positions in Å:
H (2.011, -1.710, -0.947)
H (-2.846, -1.162, -1.793)
C (-2.905, -1.216, -0.678)
H (2.235, -0.504, -2.396)
H (-0.903, -1.764, -0.446)
H (0.554, -1.121, -1.832)
C (1.562, 0.372, -0.387)
H (1.095, -2.033, 1.336)
H (2.829, 1.624, 0.720)
H (3.521, -0.065, 0.566)
C (2.940, 0.812, 0.072)
H (-2.936, 1.685, -0.371)
H (-3.128, -2.290, -0.460)
N (0.820, 0.057, 0.803)
C (-2.606, 1.909, 0.628)
C (1.580, -0.757, -1.438)
H (-3.444, -0.348, -0.238)
H (0.845, -0.753, 2.655)
H (1.189, 1.252, -0.939)
H (2.333, -0.920, 1.678)
N (-1.449, -1.011, -0.125)
C (-0.953, 0.119, 0.283)
H (3.514, 1.129, -0.726)
H (-2.627, 2.928, 0.876)
H (-3.399, 1.560, 1.281)
H (-0.583, 1.753, 1.303)
C (1.238, -0.995, 1.633)
N (-1.279, 1.278, 0.723)


Q.
The following is a quantum chemistry calculation of a cluster of 2 separate species, C7H18N3 in total, from OMol25.

As for the HOMO energy: -11.36 eV. As for the orbital gap: 5.79 eV. The charge is +1.

Atoms and positions in Å:
C (2.135, 1.014, -2.335)
H (1.649, -2.300, 0.758)
C (1.919, -0.860, -0.658)
H (2.411, -0.818, -3.479)
H (-3.164, -0.026, 1.714)
H (0.512, -0.946, 0.720)
H (2.791, -1.321, -1.104)
H (-2.495, 0.307, 4.080)
H (1.742, 2.013, -2.515)
C (1.430, 0.394, -1.163)
C (1.968, 0.167, -3.599)
N (0.412, 0.855, -0.522)
H (-0.507, 2.155, -1.888)
H (3.199, 1.108, -2.103)
H (0.440, 2.926, -0.623)
H (-3.490, -1.997, 3.195)
H (-1.839, -2.432, 2.740)
C (-0.225, 2.081, -0.834)
N (-2.386, -0.528, 2.128)
H (-1.508, 1.188, 2.899)
N (1.327, -1.434, 0.350)
C (-1.806, 0.195, 3.231)
H (2.457, 0.660, -4.434)
H (-0.927, -0.342, 3.586)
H (-3.113, -2.369, 1.504)
H (0.915, 0.043, -3.843)
C (-2.731, -1.900, 2.408)
H (-1.114, 2.168, -0.212)


Stability check: which of them is most stable? Q.